Density functional theory data (ωB97M-V with the def2-TZVPD basis set) for C16H15N5S in the gas phase at a distorted geometry.

Geometry as XYZ:
```
37
Properties=species:S:1:pos:R:3:forces:R:3:mulliken_charge:R:1
C 3.5915 -4.0629 0.3486 0.00 1.92 0.70 -1.37
C 2.4381 -3.2857 0.9699 1.34 2.43 -0.69 0.81
C 1.5062 -3.7859 1.7785 -2.47 1.38 1.36 -0.54
C 0.4179 -3.0233 2.4851 1.54 2.81 -1.10 -0.32
C 0.4120 -1.5723 2.3713 0.19 -2.14 -1.22 -0.67
C 1.3455 -1.0426 1.3302 -1.11 -0.70 0.04 0.36
N 1.2770 0.1406 0.6788 0.32 -1.50 0.84 -0.49
C 2.2001 -0.0008 -0.2889 0.21 1.13 -1.12 0.40
C 2.2660 1.0656 -1.4518 1.80 -1.73 1.52 -0.67
C 1.0542 0.9914 -2.3791 -0.77 -1.87 0.36 -0.78
C -0.3004 1.1713 -1.7125 -0.44 0.32 -0.56 0.30
N -0.8679 2.3581 -1.4857 -0.88 -2.69 1.20 -0.60
C -2.0375 2.0017 -0.7722 -1.05 -1.78 -0.67 0.65
C -3.1168 2.9790 -0.4166 0.36 -0.16 1.08 0.50
C -4.2034 2.6694 0.5253 -0.57 1.16 0.71 -0.67
C -4.9116 3.8012 0.9621 1.87 -0.26 -1.11 -0.28
S -4.2906 5.1915 0.1411 1.08 -0.12 -0.72 -0.14
C -3.0159 4.3133 -0.7297 -3.20 -1.66 2.57 -0.56
C -2.1997 0.5865 -0.6446 0.84 2.65 -0.60 -0.75
N -1.0883 0.0591 -1.3553 -0.24 2.44 0.97 0.02
N 2.8938 -1.1408 -0.2378 0.89 0.71 -3.06 -1.30
N 2.3090 -1.8592 0.6527 -2.32 -1.73 4.34 0.94
H 3.5371 -3.7624 -0.6636 0.16 -0.36 -1.53 0.37
H 4.6043 -3.7254 0.6491 -0.71 0.12 0.31 0.30
H 3.5590 -5.1154 0.5123 -0.46 -0.67 -0.02 0.39
H 1.5104 -4.8365 1.8598 0.01 -1.06 0.49 0.36
H -0.3138 -3.5963 3.0739 0.48 0.54 -0.24 0.37
H -0.3542 -0.8181 2.8173 1.55 -1.75 -0.79 0.36
H 2.3831 2.0108 -0.9168 -0.41 0.19 -0.41 0.40
H 3.2288 0.9120 -2.0366 -1.23 0.04 0.64 0.31
H 0.9785 -0.0147 -2.8956 0.52 0.90 0.58 0.31
H 1.2450 1.6923 -3.1540 -0.38 0.84 -0.67 0.38
H -4.4339 1.6837 0.9541 0.37 0.46 -0.35 0.17
H -5.5627 4.0839 1.8065 0.09 -0.99 -0.75 0.36
H -2.2613 4.6839 -1.3163 1.37 1.32 -1.27 0.56
H -3.0591 0.1310 -0.0968 1.31 -0.20 -0.99 0.27
H -0.7404 -0.8840 -1.3628 -0.07 0.00 0.15 0.26
```
Positions in Å, forces in eV/Å.

The structure (SMILES) is Cc1cccc2nc(CCc3nc(-c4ccsc4)c[nH]3)nn12. The value obtained for the maximum force is 5.21 eV Å⁻¹. Its multiplicity is 1. The relative energy (zero: lowest compared OMol25 entry of this formula, charge and spin) is 76.83 kcal per mole.

Density functional theory data (ωB97M-V with the def2-TZVPD basis set) for a gas-phase ion, C21H29N2O6S (charge +1) at a distorted geometry.

Geometry as XYZ:
```
59
Properties=species:S:1:pos:R:3:forces:R:3:mulliken_charge:R:1
C 3.7097 3.7082 -3.7590 -0.16 0.22 -0.31 -0.82
O 4.3459 2.9616 -2.7368 0.20 -0.19 0.27 -0.42
C 3.6192 2.3373 -1.8153 -0.18 -0.25 0.33 0.77
C 2.2172 2.3264 -1.7661 0.10 0.10 -0.16 -0.50
C 1.5641 1.6442 -0.7602 -0.07 0.04 -0.04 -0.17
C 2.3086 0.9707 0.1939 -0.55 -0.45 0.79 -0.12
S 1.4774 0.1352 1.4990 0.40 -0.17 -0.31 1.22
O 2.2810 -0.0784 2.6508 0.40 -0.02 -0.06 -0.67
O 0.1149 0.5176 1.6161 -0.05 0.17 -0.38 -0.42
N 1.3242 -1.6797 0.8448 0.33 0.85 0.30 -0.23
C 1.0347 -1.6772 -0.5921 -0.21 -0.32 -1.03 0.51
C 0.5992 -3.0809 -1.0743 0.11 0.27 0.16 -1.39
N -0.4846 -3.6348 -0.3156 0.03 -0.22 -0.05 0.34
C -1.8403 -3.2425 -0.6831 -0.13 -0.02 0.06 -1.88
C -2.2131 -1.8065 -0.3982 -0.25 -0.07 0.17 1.63
C -1.9234 -0.8023 -1.3099 -0.36 0.26 0.26 -0.24
C -2.1119 0.5427 -1.0277 0.03 0.01 -0.09 0.02
O -1.6478 1.4276 -1.9719 0.17 -0.25 0.39 -0.43
C -2.4302 2.5750 -2.2601 -0.15 0.42 -0.16 -0.89
C -2.6592 0.9052 0.2155 0.07 -0.02 -0.29 0.12
O -2.7692 2.2298 0.4904 0.21 -0.30 -0.40 -0.45
C -3.2694 2.6303 1.7461 -0.10 0.12 0.29 -1.01
C -3.0403 -0.1004 1.0965 -0.12 -0.03 0.27 0.10
C -2.8117 -1.4423 0.8139 0.06 0.05 -0.43 -0.55
O -3.0992 -2.4589 1.6792 0.24 0.04 -0.35 -0.45
C -3.8309 -2.1732 2.8505 -0.14 0.01 0.28 -1.01
C -0.1603 -3.6700 1.0843 0.15 0.11 0.06 -1.19
C 0.2519 -2.2953 1.6453 -0.80 -0.53 0.49 -0.05
C 3.6982 0.9677 0.1744 0.25 0.02 -0.06 -0.51
C 4.3481 1.6466 -0.8270 -0.05 0.04 -0.10 -0.86
H 3.0793 3.0701 -4.3830 0.03 0.00 0.05 0.35
H 3.1156 4.5247 -3.3418 0.03 -0.04 0.02 0.35
H 4.5167 4.1197 -4.3616 -0.11 -0.03 0.04 0.24
H 1.6317 2.8504 -2.5030 -0.05 0.06 -0.08 0.52
H 0.4872 1.6412 -0.7100 -0.20 0.04 -0.08 0.29
H 2.2086 -2.1537 1.0410 0.06 0.18 0.03 0.47
H 1.9202 -1.3469 -1.1383 -0.03 0.03 0.13 0.63
H 0.2185 -0.9687 -0.7518 0.27 -0.05 0.08 -0.49
H 0.3153 -3.0155 -2.1246 0.10 0.04 -0.03 0.46
H 1.4533 -3.7646 -0.9944 0.04 0.05 -0.09 0.38
H -1.9462 -3.4441 -1.7509 -0.07 -0.01 0.02 0.50
H -2.5160 -3.9034 -0.1384 0.00 -0.01 -0.15 0.48
H -1.5226 -1.0540 -2.2809 0.08 -0.02 -0.15 0.45
H -2.0581 2.9486 -3.2133 -0.08 0.00 0.03 0.32
H -2.3191 3.3420 -1.4919 -0.02 -0.08 -0.13 0.27
H -3.4859 2.3158 -2.3611 0.01 -0.02 0.00 0.32
H -3.2359 3.7184 1.7380 -0.02 -0.09 0.06 0.28
H -4.3039 2.3052 1.8896 0.05 -0.01 0.00 0.36
H -2.6419 2.2537 2.5589 -0.04 0.00 -0.01 0.36
H -3.4855 0.1726 2.0369 -0.04 0.05 0.13 0.68
H -3.2576 -1.5450 3.5395 -0.03 0.00 -0.03 0.35
H -4.0195 -3.1378 3.3184 -0.02 0.10 0.02 0.28
H -4.7855 -1.6931 2.6204 0.04 0.00 -0.01 0.35
H -1.0265 -4.0212 1.6440 0.10 0.02 0.09 0.52
H 0.6609 -4.3826 1.2262 -0.02 -0.01 0.09 0.37
H 0.5979 -2.3774 2.6767 0.05 0.04 -0.05 0.51
H -0.5972 -1.6122 1.6089 0.18 -0.12 0.03 -0.05
H 4.2411 0.4564 0.9527 0.18 -0.03 0.07 0.52
H 5.4243 1.6774 -0.8757 0.12 0.00 0.02 0.48
```
Positions in Å, forces in eV/Å.

The structure (SMILES) is COc1ccc(S(=O)(=O)[NH+]2CCN(Cc3cc(OC)c(OC)cc3OC)CC2)cc1. The total charge is +1. The value obtained for the maximum force is 1.10 eV Å⁻¹. Its multiplicity is 1.

Density functional theory data (ωB97M-V with the def2-TZVPD basis set) for a molecular structure, C12H13N4O6PtS at a distorted geometry.

Geometry as XYZ:
```
37
Properties=species:S:1:pos:R:3:forces:R:3:mulliken_charge:R:1
Pt -1.0217 -0.4154 0.0064 -0.34 -0.29 0.70 1.10
O -0.1758 -3.6026 5.2851 0.35 0.04 -0.90 -0.54
C -0.2049 -2.8024 4.1587 1.19 -1.72 -0.87 1.04
C 0.4129 -3.2128 2.9398 0.06 0.20 -0.11 -0.43
C 0.2625 -2.4522 1.7882 -0.66 -0.13 0.40 -0.17
N -0.4867 -1.3554 1.8902 0.14 1.12 -2.21 -0.34
C -0.9692 -0.8913 3.0106 -0.25 0.17 1.18 0.35
C -0.8367 -1.6113 4.1936 -0.15 0.67 -1.10 -0.57
C -1.7285 0.4582 3.0482 -0.32 -0.26 0.06 0.33
O -1.9848 0.9309 4.1501 0.25 -0.17 0.44 -0.74
O -2.0662 0.9388 1.9350 -0.16 -0.25 -0.73 -0.84
C 0.7226 -2.8434 0.3411 0.46 -1.46 -0.87 0.37
O 1.5389 -3.8083 0.2851 -1.60 2.09 0.07 -0.73
O 0.1514 -2.2244 -0.6621 1.27 -0.96 2.11 -0.70
H 0.2541 -4.4280 5.0062 -0.16 0.26 0.32 0.29
H 1.0143 -4.0960 2.8121 0.06 -0.42 0.33 0.45
H -1.2824 -1.2088 5.0421 -0.63 0.52 1.45 0.63
C 2.1790 1.1492 -4.3747 -0.74 -1.95 1.30 -0.89
C 1.9004 2.4278 -3.5846 -0.30 -0.36 0.56 -0.49
C 1.3101 2.1866 -2.1872 1.43 0.86 -0.86 0.28
N 0.8270 1.1186 -1.7206 0.92 -1.31 -0.70 -0.21
N 0.3249 1.2252 -0.4874 -0.90 0.43 0.72 -0.27
C 0.2155 2.4600 -0.0586 0.18 0.74 1.47 0.30
N -0.4145 2.7897 1.1420 1.39 -0.87 -2.34 -0.34
S 1.1164 3.5258 -1.1208 -0.63 0.64 0.70 -0.27
H 2.0122 1.2761 -5.4538 0.56 0.11 0.33 0.31
H 1.3182 0.4486 -4.0365 1.65 0.69 -0.62 0.18
H 3.1910 0.6365 -4.1058 -1.86 1.00 -0.63 0.26
H 1.0489 2.9363 -4.0073 -0.11 0.42 -0.88 0.29
H 2.7496 3.1268 -3.5967 -0.28 -0.17 0.36 0.38
H -1.1179 2.0447 1.3124 -0.32 0.39 0.88 0.31
H -0.6672 3.7437 1.3294 -0.01 -0.02 -0.25 0.22
C -1.8674 0.3061 -2.8211 -1.31 -0.59 -1.47 -0.57
O -2.0731 0.4745 -1.4702 0.08 0.23 -0.63 -0.65
H -2.4917 -0.4908 -3.2797 0.12 -0.50 0.53 0.32
H -0.8853 0.1196 -3.2707 0.48 0.02 0.82 0.06
H -2.2759 1.1194 -3.4386 0.14 0.83 0.43 0.27
```
Positions in Å, forces in eV/Å.

The total charge is -1. The value obtained for the maximum force is 2.86 eV Å⁻¹. As for the expectation value of S²: 2.00. Its multiplicity is 3. The relative energy (zero: lowest compared OMol25 entry of this formula, charge and spin) is 21.56 kcal per mole.

Density functional theory data (ωB97M-V with the def2-TZVPD basis set) for C23H21BrN4O in the gas phase at a distorted geometry.

Geometry as XYZ:
```
50
Properties=species:S:1:pos:R:3:forces:R:3:mulliken_charge:R:1
C -0.8122 4.8069 5.3004 -1.02 0.14 -1.13 -1.48
C -0.2462 3.8276 4.3180 -2.67 0.33 0.43 1.10
C 1.0500 3.6101 4.3267 4.43 0.30 -1.23 -0.65
C 1.6810 2.6664 3.4645 -0.04 0.77 1.22 -0.48
C 0.9611 1.7489 2.7562 -2.34 0.26 0.36 0.23
C 1.5144 0.7619 1.8043 0.49 -0.43 -1.25 -0.08
C 0.8622 -0.4200 1.3943 -1.10 -0.75 0.41 0.07
C 1.2923 -1.1626 0.3121 1.30 2.42 1.77 0.27
C 0.7628 -2.4702 -0.0087 -2.37 0.08 1.08 -0.43
O 1.2379 -3.4811 0.4397 0.54 -1.10 -0.60 -0.63
N -0.4754 -2.3104 -0.5467 -0.05 0.17 -0.25 0.04
C -1.3836 -3.4065 -0.9583 0.05 1.84 -1.76 -0.94
C -2.2485 -2.6855 -1.9638 -0.13 0.81 -1.64 0.37
C -3.5386 -2.2207 -1.9215 -0.66 0.79 0.20 -0.72
N -3.7541 -1.3776 -3.0670 1.28 -3.36 3.75 0.62
C -5.0489 -0.8601 -3.3784 1.43 2.31 0.04 -0.90
N -2.6526 -1.4009 -3.8477 -0.28 -0.18 0.88 -0.91
C -1.7306 -2.1249 -3.1944 -0.99 -0.26 -0.50 0.64
C -0.4748 -2.4404 -3.9513 0.11 -1.09 -1.84 -0.99
C 2.3494 -0.6026 -0.3587 1.52 0.18 -3.27 1.13
C 2.8314 -1.1551 -1.5711 0.09 -2.11 -0.02 -0.43
C 3.9584 -0.7158 -2.1721 -0.41 -1.67 -1.37 -0.61
Br 4.8050 -1.7996 -3.5997 -0.74 0.86 0.93 -0.21
C 4.5558 0.4452 -1.7923 0.69 2.99 1.72 -0.14
C 4.0779 1.1624 -0.6766 0.46 -2.01 -1.44 -1.05
C 2.9783 0.5894 0.0492 1.30 -1.60 -1.91 0.09
N 2.6044 1.1070 1.1440 -1.14 3.78 4.09 -0.43
C -0.4631 1.9446 2.8203 0.45 -1.21 -0.70 -0.67
C -1.0206 3.0111 3.5221 -1.17 -1.47 -1.31 -0.53
H -0.7589 5.8598 5.0071 0.10 -0.16 -0.15 0.29
H -1.8598 4.5493 5.4408 -0.08 0.21 0.35 0.39
H -0.2643 4.6715 6.1948 0.30 0.07 1.15 0.41
H 1.6157 4.4252 4.8229 0.28 -1.12 -0.06 0.29
H 2.7363 2.6465 3.3910 0.97 0.02 0.04 0.48
H -0.0042 -0.8081 1.9159 -0.01 0.17 0.30 0.65
H -0.7672 -1.3109 -0.6912 0.24 -1.84 -0.05 0.44
H -2.0016 -3.7418 -0.1510 0.05 -0.66 0.57 0.38
H -0.8295 -4.1819 -1.5251 -0.16 0.19 0.95 0.33
H -4.2635 -2.4377 -1.0583 0.81 0.74 -1.84 0.31
H -5.0746 0.2254 -3.1003 -0.22 -0.78 -0.52 0.28
H -5.8050 -1.3583 -2.8488 -0.81 -0.84 0.77 0.32
H -5.1608 -1.0161 -4.4094 -0.62 0.19 -1.51 0.35
H 0.3689 -1.7504 -3.7812 -0.35 -0.30 0.03 0.14
H -0.7850 -2.3807 -5.0697 0.78 0.07 1.83 0.38
H -0.1123 -3.5213 -3.8250 -0.51 1.55 0.17 0.29
H 2.4482 -2.1129 -1.9230 -0.23 0.21 0.11 0.60
H 5.3938 0.8137 -2.3659 0.15 0.09 0.15 0.41
H 4.6109 2.0286 -0.3016 -0.35 0.00 -0.05 0.45
H -1.0693 1.1683 2.2575 0.39 1.46 0.69 0.22
H -2.0913 3.1843 3.3769 0.26 -0.08 0.42 0.31
```
Positions in Å, forces in eV/Å.

The structure (SMILES) is Cc1ccc(-c2cc(C(=O)NCc3cn(C)nc3C)c3cc(Br)ccc3n2)cc1. The value obtained for the maximum force is 5.68 eV Å⁻¹. Its multiplicity is 1. The relative energy (zero: lowest compared OMol25 entry of this formula, charge and spin) is 65.48 kcal per mole.

Density functional theory data (ωB97M-V with the def2-TZVPD basis set) for a molecular structure, C3N2O at a distorted geometry.

Geometry as XYZ:
```
6
Properties=species:S:1:pos:R:3:forces:R:3:mulliken_charge:R:1
C 0.0967 -0.4867 -0.1360 0.02 -1.22 1.36 0.56
C 1.2246 0.2193 0.9623 -0.67 -0.40 -0.59 -0.06
C -1.0967 0.3261 -0.1803 -0.37 0.34 -0.28 0.22
O 0.1859 -1.6221 -0.4409 0.18 1.07 -0.20 -0.33
N 1.6761 0.6527 -0.0312 0.49 0.34 -0.27 -0.18
N -2.0865 0.9108 -0.1739 0.36 -0.14 -0.01 -0.23
```
Positions in Å, forces in eV/Å.

The value obtained for the maximum force is 1.83 eV Å⁻¹. Its multiplicity is 1. The relative energy (zero: lowest compared OMol25 entry of this formula, charge and spin) is 48.26 kcal per mole.

Density functional theory data (ωB97M-V with the def2-TZVPD basis set) for a gas-phase ion, C18H21N4O3 (charge +1) at a distorted geometry.

Geometry as XYZ:
```
46
Properties=species:S:1:pos:R:3:forces:R:3:mulliken_charge:R:1
C -0.5739 -3.1056 1.8469 -0.34 -2.96 -2.97 -1.66
C -0.3451 -2.0454 0.7333 2.09 0.39 2.68 0.45
C -1.0246 -0.7569 1.0983 2.45 3.02 2.23 0.07
C -0.5928 0.3269 1.9869 0.01 -2.22 -0.83 -0.46
C -1.3306 1.4949 2.0023 0.71 -2.52 0.39 0.32
O -0.9763 2.4737 2.8839 1.22 2.20 -1.29 -0.45
C -0.3569 3.5031 2.1482 1.85 2.67 -2.56 0.55
O -0.3019 3.6238 0.8852 -1.06 -1.39 3.79 -0.64
N 0.2815 4.4641 2.9187 -1.12 -1.24 -2.11 0.14
C 0.6294 4.1764 4.2556 -2.61 -1.41 0.83 -1.08
C 0.8581 5.6481 2.2678 0.09 1.44 2.39 -1.02
C -2.4655 1.5619 1.2825 -3.82 1.12 -1.27 0.04
C -2.9598 0.5040 0.4660 -0.19 0.65 -0.21 -1.20
C -2.1143 -0.5759 0.3077 -0.26 -0.33 -0.07 0.15
N -2.1449 -1.6573 -0.5783 0.67 -0.77 -0.10 -0.17
C -0.9078 -2.3912 -0.5777 -2.64 -1.58 -0.45 -0.49
N -0.0508 -1.9688 -1.7497 1.63 -0.45 -0.85 0.20
C 0.4133 -0.6942 -1.8328 -0.06 -0.25 -1.94 -0.09
C 1.1918 -0.2844 -2.9326 0.52 0.17 0.26 -0.88
C 1.6687 -1.2783 -3.8325 -0.04 0.88 1.83 -0.30
C 1.3724 -2.6273 -3.5741 -1.08 3.33 -0.18 0.11
C 1.8331 -3.6948 -4.4017 0.72 -3.83 -2.37 0.49
N 2.5890 -3.6128 -5.5611 0.67 3.61 0.47 -0.45
O 1.4577 -4.8214 -4.1067 -0.02 0.01 0.61 -0.60
C 0.4049 -2.9072 -2.6143 1.15 2.49 0.49 -0.03
H -0.3171 -2.7851 2.7893 0.92 1.07 1.99 0.49
H -1.6213 -3.5080 1.9682 0.85 0.67 -0.62 0.34
H 0.0937 -4.0093 1.5736 -1.05 1.20 0.63 0.40
H 0.7604 -1.9379 0.6237 -0.63 0.07 0.30 0.40
H 0.2573 0.2538 2.6919 -0.43 -0.20 -0.71 0.46
H 0.5865 3.1223 4.4794 0.27 -0.58 -0.43 0.33
H 1.5584 4.4939 4.5352 2.38 1.26 0.58 0.46
H -0.1561 4.5166 4.8993 -0.15 0.90 0.84 0.32
H 0.8569 6.5291 3.0117 0.11 -1.57 -0.53 0.37
H 0.2886 6.1102 1.4914 -0.45 -0.69 -0.89 0.33
H 1.8959 5.4875 2.0111 0.18 -0.11 -0.43 0.34
H -3.0524 2.5232 1.4303 0.52 -1.46 -0.45 0.34
H -3.9356 0.4320 -0.0769 0.95 0.89 0.65 0.37
H -2.7898 -1.8400 -1.2881 -1.23 0.09 -0.89 0.15
H -1.0833 -3.5329 -0.6031 0.45 1.77 -0.69 0.53
H 0.0247 -0.0508 -1.0908 -0.11 0.85 0.67 0.62
H 1.5518 0.7996 -3.0536 -0.87 -1.86 0.38 0.37
H 2.3820 -0.9208 -4.5735 -0.29 -0.46 -0.12 0.26
H 3.0183 -2.6712 -5.9128 -0.97 -2.84 0.93 0.22
H 3.0236 -4.5026 -5.7908 -0.12 0.46 -0.22 0.28
H 0.1028 -3.8649 -2.4374 -0.85 -2.48 0.23 0.63
```
Positions in Å, forces in eV/Å.

The structure (SMILES) is C[C@@H]1c2cc(OC(=O)N(C)C)ccc2N[C@H]1[n+]1cccc(C(N)=O)c1. The total charge is +1. The value obtained for the maximum force is 4.56 eV Å⁻¹. Its multiplicity is 1. The relative energy (zero: lowest compared OMol25 entry of this formula, charge and spin) is 39.61 kcal per mole.

no.,E_tot (eV)
1,-35119.06919
2,-48339.55497
3,-44981.98463
4,-102240.38859
5,-8134.56465
6,-31102.12252